Entry 1:
A structure of composition C15H23N2PdSe at a distorted geometry, computed with ωB97M-V/def2-TZVPD.

## Properties
- Maximum force: 1.440 eV/Å
- Charge: +3
- Energy relative to the best compared isomer or geometry (same formula, charge and spin): 9.1 kcal per mole
- Electronic energy: -3223.05600 a.u.
- Gap between HOMO and LUMO: 5.57 eV

XYZ file:
```
42
Properties=species:S:1:pos:R:3:forces:R:3:lowdin_charge:R:1
Pd 0.42438 0.12192 0.30697 1.140 0.490 -0.165 0.6365
C -2.60243 -0.99943 -1.00701 -0.585 -0.217 0.290 -0.1909
C -2.03351 0.10620 -1.58088 0.319 0.276 -0.717 -0.0641
C -0.49603 -0.10863 -1.74447 -0.906 0.844 0.264 -0.2606
C -0.22963 -1.34718 -1.27010 -0.328 -0.780 1.019 -0.2649
C -1.58424 -1.91717 -0.78209 0.279 -0.326 -0.422 -0.0521
C -1.79315 -3.25072 -0.24595 0.389 -0.251 0.209 0.0445
C 1.06438 -2.08734 -1.39808 -0.332 -0.556 -0.390 -0.0089
C 0.43656 0.77276 -2.49287 -0.306 0.096 -0.533 -0.0051
C -2.75288 1.26677 -2.08265 0.088 0.363 -0.058 0.0411
C -4.06260 -1.22369 -0.71094 0.198 -0.317 -0.173 0.0249
H -2.26915 -3.87649 -1.02377 0.006 0.121 0.037 0.1613
H -2.50225 -3.23781 0.58851 -0.048 0.009 -0.113 0.1236
H -0.87283 -3.74808 0.05452 -0.032 -0.032 -0.037 0.1004
H 1.15994 -2.51193 -2.40718 -0.044 0.039 0.077 0.1320
H 1.13115 -2.91930 -0.70267 0.062 0.004 0.096 0.0917
H 1.93105 -1.43901 -1.27935 0.127 0.115 0.060 0.0819
H 0.41863 0.50249 -3.56078 0.005 0.015 0.117 0.1396
H 1.47660 0.64897 -2.18769 0.081 -0.010 0.076 0.0891
H 0.14925 1.81840 -2.43442 0.043 0.107 0.034 0.0939
H -2.93913 1.12098 -3.16351 0.075 -0.037 0.089 0.1591
H -2.17649 2.18988 -2.00359 0.019 0.001 -0.044 0.1075
H -3.72891 1.39051 -1.61648 0.031 -0.037 -0.020 0.1069
H -4.21100 -1.77302 0.21842 0.048 0.169 0.096 0.0962
H -4.50853 -1.84822 -1.48783 0.025 0.032 -0.096 0.1186
H -4.63622 -0.30318 -0.68044 0.049 0.068 0.108 0.0900
C 1.00701 3.59022 1.51630 0.167 0.018 0.043 0.0514
N 1.89163 2.42263 1.78106 -0.295 0.019 0.012 -0.0777
C 3.17938 2.49986 1.95992 0.491 0.221 0.030 0.0973
C 3.65449 1.20386 2.31901 0.520 0.174 0.033 0.0965
N 2.63471 0.39393 2.34853 -0.234 -0.086 0.155 -0.0802
C 2.70121 -1.02272 2.79539 0.172 0.126 0.102 0.0518
C 1.46790 1.09507 1.98067 -1.323 -0.546 0.166 -0.7130
Se -0.29562 0.61336 2.48422 0.409 0.095 -0.101 0.9553
H 1.55450 4.32706 0.93633 0.144 -0.074 -0.042 0.1226
H 0.70826 4.03715 2.46144 0.029 -0.114 0.136 0.1295
H 0.13058 3.27193 0.97591 -0.162 -0.198 -0.114 0.0794
H 3.73293 3.42629 1.85226 0.028 -0.132 0.039 0.1825
H 4.66609 0.88682 2.54883 -0.076 0.112 -0.031 0.1822
H 3.68944 -1.41695 2.57744 0.064 0.111 -0.089 0.1232
H 1.95214 -1.60570 2.28847 -0.264 -0.065 -0.203 0.0778
H 2.53237 -1.07048 3.86852 -0.072 0.151 0.060 0.1293
```
Forces are in eV/Å.

***

Entry 2:
The molecule C15H23N3O at a distorted geometry, computed with ωB97M-V/def2-TZVPD.

## Properties
- Maximum force: 1.201 eV/Å
- Charge: 0
- Energy relative to the best compared isomer or geometry (same formula, charge and spin): 24.7 kcal per mole
- Electronic energy: -824.87159 a.u.
- Gap between HOMO and LUMO: 8.89 eV

XYZ file:
```
42
Properties=species:S:1:pos:R:3:forces:R:3:lowdin_charge:R:1
C -5.45852 0.04935 -0.70881 0.036 -0.208 -0.134 -0.1125
C -4.60339 -0.95089 -1.47819 0.138 0.199 0.010 -0.2701
C -3.13598 -0.93534 -1.04894 -0.257 -0.207 0.136 -0.2273
C -2.92600 -1.44246 0.37667 0.248 -0.005 -0.175 -0.2214
C -1.45227 -1.65116 0.73050 -0.067 0.151 -0.048 -0.2119
C -0.58737 -0.39478 0.61960 -0.196 -0.172 0.244 -0.2197
C -1.04435 0.72998 1.54531 0.231 -0.032 -0.207 -0.1876
C -0.06550 1.91150 1.53718 -0.259 -0.009 0.165 -0.1133
C -0.03500 2.53703 0.16683 0.183 -0.092 0.349 -0.4791
O -0.90868 3.23491 -0.29484 -0.196 0.067 -0.045 0.0741
N 1.07273 2.25174 -0.59511 0.055 0.518 -1.082 0.0489
N 2.07298 1.47170 -0.18512 0.610 -0.523 0.321 0.0499
C 3.04821 1.22753 -0.96662 -0.773 0.600 -0.303 -0.0797
C 4.14656 0.37669 -0.55378 0.514 -0.555 0.550 -0.2785
C 4.18431 -0.22812 0.70642 0.048 0.066 -0.211 -0.0163
C 5.26510 -1.02811 1.02347 0.017 0.039 -0.106 -0.0666
C 6.27026 -1.20094 0.08211 -0.076 0.062 -0.034 -0.0647
C 6.13976 -0.55780 -1.14113 0.356 -0.304 0.189 -0.1471
N 5.11382 0.20708 -1.45570 -0.449 0.391 -0.262 0.0998
H -5.03769 1.04923 -0.79046 0.017 0.145 0.028 0.0744
H -6.46961 0.06935 -1.10954 -0.113 0.059 0.033 0.0666
H -5.51773 -0.21557 0.34365 -0.042 0.040 0.137 0.0638
H -4.65615 -0.71252 -2.54334 -0.043 -0.079 -0.021 0.1021
H -5.01006 -1.95643 -1.34500 0.000 -0.055 -0.076 0.1037
H -2.75847 0.08466 -1.13911 0.098 0.072 -0.080 0.1062
H -2.56315 -1.56661 -1.73362 0.105 0.037 -0.031 0.1144
H -3.37337 -0.74682 1.08641 -0.106 -0.011 0.083 0.0985
H -3.44086 -2.40058 0.48811 -0.092 0.014 0.052 0.1145
H -1.03546 -2.41496 0.06892 0.000 -0.084 0.036 0.1093
H -1.39087 -2.03313 1.75302 0.071 -0.071 0.015 0.1088
H -0.59184 -0.04244 -0.41281 0.089 0.020 -0.091 0.1040
H 0.44384 -0.66098 0.86586 0.049 0.040 -0.068 0.1056
H -2.02404 1.09450 1.23484 -0.087 0.009 0.081 0.1110
H -1.12846 0.34955 2.56561 -0.063 0.013 0.031 0.1191
H -0.41429 2.66812 2.24163 0.066 0.066 -0.093 0.1236
H 0.93371 1.58001 1.81338 -0.099 0.037 0.104 0.0966
H 1.09607 2.65892 -1.53529 -0.083 -0.116 0.338 0.1646
H 3.11308 1.63537 -1.97915 -0.030 0.002 0.020 0.1247
H 3.37582 -0.05880 1.39837 -0.079 0.007 0.090 0.1014
H 5.32696 -1.51137 1.98804 -0.007 -0.021 0.056 0.1063
H 7.13082 -1.81715 0.29031 0.078 -0.043 -0.009 0.0993
H 6.89508 -0.66025 -1.90971 0.107 -0.067 0.007 0.1048
```
Forces are in eV/Å.

***

Entry 3:
The molecule C15H23N3O at a distorted geometry, computed with ωB97M-V/def2-TZVPD.

## Properties
- Maximum force: 1.132 eV/Å
- Charge: 0
- Energy relative to the best compared isomer or geometry (same formula, charge and spin): 33.5 kcal per mole
- Electronic energy: -824.85768 a.u.
- Gap between HOMO and LUMO: 8.06 eV

XYZ file:
```
42
Properties=species:S:1:pos:R:3:forces:R:3:lowdin_charge:R:1
C -5.61000 -2.85546 0.27351 -0.143 0.164 -0.138 -0.1194
C -5.87211 -1.45261 -0.26029 0.272 -0.087 0.207 -0.2748
C -4.81158 -0.45922 0.20775 -0.372 0.125 -0.290 -0.2320
C -5.07112 0.94553 -0.33081 0.227 -0.081 0.221 -0.2083
C -4.00172 1.93855 0.13140 -0.114 -0.089 -0.332 -0.1206
C -2.66441 1.59463 -0.50852 -0.154 0.159 0.159 -0.4986
O -2.50799 1.49623 -1.70096 -0.089 -0.036 -0.197 0.0777
N -1.65843 1.40508 0.39995 -0.107 0.094 1.123 0.0259
N -0.40461 1.10343 0.01783 0.587 -0.153 -0.429 0.0657
C 0.49775 0.96545 0.90442 -0.959 0.232 0.316 -0.1114
C 1.85712 0.64272 0.55995 0.799 -0.189 -0.172 -0.2338
C 2.83373 0.51044 1.54872 -0.411 0.077 -0.270 -0.0456
C 4.13638 0.20302 1.23020 0.298 -0.043 0.009 -0.0302
C 4.53016 0.01056 -0.10433 -0.167 0.042 0.141 -0.2351
N 5.82293 -0.29772 -0.42598 0.255 -0.054 -0.069 -0.1988
C 6.86778 -0.22918 0.56453 -0.076 -0.033 0.158 -0.0703
C 6.17785 -0.68739 -1.76783 -0.110 0.073 -0.122 -0.0692
C 3.54201 0.14663 -1.09643 0.106 -0.048 -0.115 -0.0189
C 2.24418 0.45397 -0.77104 -0.092 0.032 0.320 -0.0219
H -5.61560 -2.85849 1.36172 0.016 -0.052 0.117 0.0689
H -6.37358 -3.54704 -0.07487 -0.027 -0.142 0.017 0.0658
H -4.64069 -3.21515 -0.06448 0.102 -0.090 -0.005 0.0710
H -6.85629 -1.11445 0.07333 -0.045 0.045 -0.069 0.1076
H -5.88203 -1.47581 -1.35182 -0.070 0.054 -0.045 0.1107
H -3.82941 -0.79662 -0.13139 0.085 -0.056 0.053 0.1169
H -4.79888 -0.43570 1.30136 0.072 -0.018 0.067 0.1165
H -6.05386 1.28944 -0.00002 -0.015 0.019 -0.043 0.1140
H -5.06642 0.92127 -1.42167 -0.059 0.045 -0.016 0.1164
H -4.27492 2.94139 -0.20397 0.103 0.027 0.064 0.1218
H -3.93347 1.94264 1.22071 -0.007 0.050 0.042 0.1049
H -1.85213 1.50849 1.39995 -0.006 -0.028 -0.482 0.1439
H 0.27093 1.09017 1.97517 -0.025 -0.001 -0.101 0.1236
H 2.56324 0.64766 2.58700 -0.029 0.011 0.097 0.1083
H 4.85159 0.09709 2.02968 0.088 -0.017 0.049 0.0926
H 6.80191 0.70282 1.13056 0.045 -0.017 0.042 0.0887
H 7.83672 -0.25241 0.07052 -0.031 -0.002 0.010 0.0823
H 6.81885 -1.06943 1.26696 0.059 0.045 0.066 0.0923
H 7.16956 -1.13479 -1.76362 -0.031 0.014 0.003 0.0823
H 6.18812 0.16897 -2.45195 0.002 -0.059 -0.082 0.0931
H 5.47549 -1.43101 -2.15031 0.032 0.000 -0.063 0.0890
H 3.79818 0.02486 -2.13606 0.043 -0.018 -0.101 0.0951
H 1.49478 0.56142 -1.53885 -0.053 0.004 -0.140 0.1138
```
Forces are in eV/Å.

***

Entry 4:
A structure of composition C15H23N3O3SSe2W, computed with ωB97M-V/def2-TZVPD.

## Properties
- Maximum force: 0.459 eV/Å
- Charge: +4
- Energy relative to the best compared isomer or geometry (same formula, charge and spin): 0.0 kcal per mole
- Electronic energy: -6241.89736 a.u.
- Gap between HOMO and LUMO (spin up / spin down): 5.01 / 5.01 eV

XYZ file:
```
48
Properties=species:S:1:pos:R:3:forces:R:3:lowdin_charge:R:1
W 1.02328 -0.23514 0.14292 0.277 0.027 0.133 0.8257
O 3.18006 0.09601 0.29715 -0.018 0.071 -0.112 -0.3549
C 3.99470 0.27132 1.51306 0.001 -0.060 0.128 -0.0986
C 3.40791 -0.62530 2.58710 -0.025 0.036 -0.021 -0.5482
C 4.46075 -0.79097 3.72564 0.044 0.016 0.006 -0.1769
O 3.78276 -1.48405 4.73590 -0.037 -0.002 0.005 -0.0132
C 3.20054 -2.03813 2.03583 -0.073 -0.032 0.014 -0.3484
Se 1.57642 -2.38298 0.92955 0.235 0.053 0.102 0.9415
C 2.18613 -0.00952 3.27248 0.026 -0.034 -0.035 -0.3164
Se 0.88214 1.03847 2.08165 -0.001 -0.095 0.105 0.9101
H 3.68327 0.34394 -0.49421 0.039 -0.020 0.041 0.1127
H 3.97235 1.32929 1.78173 -0.011 0.003 -0.003 0.1582
H 5.01233 -0.02774 1.26390 -0.012 0.011 -0.041 0.1688
H 4.80301 0.20015 4.04636 0.005 -0.002 -0.001 0.1586
H 5.32380 -1.34314 3.33541 0.005 0.014 0.007 0.1579
H 4.35073 -1.64696 5.50179 0.010 0.007 -0.012 0.1467
H 3.04059 -2.73880 2.85949 -0.053 -0.035 -0.042 0.1041
H 4.05052 -2.37301 1.44115 -0.030 -0.007 -0.035 0.1129
H 2.47566 0.77865 3.96837 -0.021 0.024 -0.019 0.1065
H 1.54561 -0.73058 3.77716 -0.029 0.033 0.002 0.1031
N -0.82670 -0.74454 -0.09811 -0.321 0.326 -0.044 -0.0867
C -1.98445 -1.06793 -0.13462 0.116 -0.158 -0.265 -0.0986
N -3.16475 -1.44709 -0.20568 -0.068 -0.011 0.170 0.0362
C -3.74501 -2.15917 -1.42846 0.048 0.020 0.010 0.0020
C -5.06116 -1.47327 -1.78049 0.046 -0.011 -0.039 -0.1570
O -5.91482 -1.47813 -0.67164 -0.028 0.019 0.001 -0.0694
C -5.43688 -0.67827 0.37445 0.037 0.026 0.027 -0.1527
C -4.15603 -1.27606 0.94851 0.010 -0.033 -0.002 0.0026
H -3.91218 -3.18394 -1.09520 0.007 -0.003 -0.013 0.1599
H -3.00357 -2.12360 -2.22357 -0.024 -0.016 -0.022 0.1419
H -5.53795 -2.04889 -2.57434 0.010 -0.013 0.007 0.1623
H -4.88210 -0.45565 -2.14939 -0.016 0.010 0.021 0.1428
H -6.18893 -0.67358 1.16364 0.012 -0.011 0.012 0.1630
H -5.26887 0.35618 0.05079 -0.014 -0.008 -0.031 0.1445
H -4.32192 -2.28814 1.31902 -0.010 0.012 0.016 0.1592
H -3.69254 -0.65146 1.70907 -0.008 -0.004 0.011 0.1428
S 1.51384 0.49793 -2.03309 -0.201 -0.297 -0.130 0.7501
C 0.60666 1.84208 -2.76049 0.037 0.174 0.025 -0.5664
N 0.40577 1.70900 -4.09791 0.038 -0.049 0.019 0.0872
C -0.13435 2.67425 -4.85722 -0.011 0.049 -0.007 0.0449
C -0.52140 3.87005 -4.27853 0.013 -0.036 0.010 0.0497
C -0.33027 4.03764 -2.91835 -0.008 0.029 0.017 0.0480
C 0.24539 3.01792 -2.14980 -0.012 -0.009 0.008 -0.0279
H 0.70341 0.85406 -4.56217 0.005 0.013 -0.012 0.1765
H -0.23150 2.46060 -5.91447 0.003 -0.010 0.002 0.1708
H -0.94645 4.65118 -4.89455 0.001 -0.003 -0.008 0.1530
H -0.60530 4.97068 -2.44134 -0.004 0.003 -0.009 0.1508
H 0.43953 3.17662 -1.09850 0.008 -0.020 0.004 0.1203
```
Forces are in eV/Å.

***

Entry 5:
A structure of composition C15H23N5O2PRhS4 at a distorted geometry, computed with ωB97M-V/def2-TZVPD.

## Properties
- Spin multiplicity: 6
- Maximum force: 2.438 eV/Å
- Charge: +1
- Energy relative to the best compared isomer or geometry (same formula, charge and spin): 0.0 kcal per mole
- Electronic energy: -3054.07485 a.u.
- Gap between HOMO and LUMO (spin up / spin down): 7.45 / 6.49 eV

XYZ file:
```
51
Properties=species:S:1:pos:R:3:forces:R:3:lowdin_charge:R:1
Rh 0.16038 0.00279 0.88788 0.092 -0.354 0.307 0.4571
C 0.34347 3.19355 -1.81197 -0.889 1.233 -1.295 -0.0404
C 1.03079 2.68285 -0.66859 -0.099 -1.902 1.523 -0.2587
N 0.23190 2.12225 0.40001 0.240 1.061 0.331 -0.0495
N 0.07791 2.96611 1.42823 -0.013 -0.076 -0.402 0.0133
C 0.00568 2.57304 2.73165 -0.154 0.875 1.185 -0.8333
N -0.28129 3.55845 3.63569 0.389 -1.282 0.470 0.0987
S 0.31531 1.04722 3.25766 -0.100 -0.640 -0.024 0.7086
C 2.36888 2.17183 -0.61967 -0.021 0.147 0.255 -0.2499
C 3.42736 2.74793 -1.34547 0.450 0.062 0.336 0.0102
C 4.72876 2.35760 -1.00465 -0.530 0.299 -1.025 -0.0453
C 4.94682 1.37960 -0.05119 -0.906 -0.543 -0.062 -0.0405
C 3.82247 0.77188 0.50203 -0.926 0.702 0.282 -0.1130
N 2.55747 1.16190 0.28162 1.013 0.120 -0.399 0.0808
H -0.26008 4.09194 -1.56759 0.280 -0.313 -0.281 0.1061
H -0.33874 2.47961 -2.29665 0.033 -0.161 0.442 0.0880
H 1.07982 3.41678 -2.56859 0.081 0.467 -0.342 0.0795
H 0.27462 3.93282 1.26376 0.032 0.677 -0.239 0.1585
H -0.30817 4.53768 3.46414 -0.054 0.526 -0.539 0.1024
H -0.14499 3.29887 4.61719 -0.177 0.114 -0.739 0.1099
H 3.25767 3.55586 -2.08369 0.094 -0.714 0.575 0.1283
H 5.51862 2.79986 -1.59335 0.336 0.033 0.288 0.1137
H 5.88869 0.96454 0.24862 0.513 0.294 -0.158 0.1080
H 3.93150 0.00087 1.24429 0.068 -0.368 0.075 0.1058
C -5.21339 0.66305 -2.13815 0.251 1.876 -1.192 -0.0796
C -4.54942 -0.49212 -1.48466 0.025 -0.127 0.153 -0.2727
O -3.14730 -0.41000 -1.84432 -0.383 0.536 -0.814 -0.3121
P -2.00532 -1.01141 -0.99761 -1.062 -1.262 1.446 -0.1973
S -0.23153 -0.54671 -1.52616 1.749 0.059 -1.643 0.3529
S -2.22071 -0.39276 0.89389 -0.133 0.267 1.100 0.3257
O -2.36214 -2.56104 -1.06493 0.304 -0.380 0.194 -0.3233
C -1.61455 -3.60572 -0.35599 1.147 1.174 -0.420 -0.2801
C -1.93828 -4.90577 -1.04563 -0.456 1.302 -0.052 -0.0633
H -6.28871 0.70637 -2.03907 -0.247 -0.119 0.580 0.0798
H -5.07826 0.60546 -3.21504 0.155 -0.305 -0.262 0.0782
H -4.77020 1.67920 -1.92259 -0.444 -1.184 0.433 0.1034
H -4.91816 -1.43276 -1.86976 -0.120 -0.247 -0.122 0.1226
H -4.68729 -0.50136 -0.40459 0.300 0.097 0.113 0.0889
H -1.95537 -3.65473 0.67814 -0.069 0.280 0.042 0.1093
H -0.51312 -3.30200 -0.34725 -1.319 -0.536 -0.172 0.1009
H -3.02153 -4.97626 -0.92461 0.031 -0.418 -0.424 0.0879
H -1.48510 -5.66227 -0.45017 0.458 -1.004 0.037 0.0690
H -1.64494 -4.88928 -2.10588 -0.070 -0.266 0.503 0.0951
S 1.98900 -3.82504 3.00125 0.204 0.395 -0.066 1.0781
C 2.68369 -3.62225 1.44826 -0.588 -0.634 0.097 -0.3757
C 2.08029 -2.61846 0.79066 -0.173 1.021 -0.398 -0.2460
N 1.17122 -1.87067 1.54879 0.938 -1.216 -0.225 -0.1363
C 1.05754 -2.44091 2.71999 -0.474 0.560 0.402 -0.4948
H 3.34233 -4.36400 1.06172 0.419 -0.194 -0.244 0.0712
H 2.25016 -2.36191 -0.25287 -0.032 0.098 0.306 0.1109
H 0.43627 -2.02245 3.49518 -0.161 -0.030 0.063 0.0689
```
Forces are in eV/Å.